# 1
This record from OMol25 describes the ion C4H10NO2 with charge -1. The level of theory is wB97M-V/def2-TZVPD.

```
17
Properties=species:S:1:pos:R:3:forces:R:3:mulliken_charge:R:1
C 0.620 -0.914 1.134 -1.7 -1.8 -0.7 -1.138
C -0.405 -0.469 0.068 -0.7 -0.5 -0.8 0.414
C -0.044 -0.556 -1.469 -2.3 1.3 3.4 -1.728
C -0.909 0.929 0.495 -0.5 1.6 -0.7 0.122
O -1.865 1.484 -0.217 -0.8 -0.8 -1.4 -0.940
N 0.357 2.003 0.478 -1.3 0.5 0.5 -0.434
O -0.297 3.221 0.014 1.0 0.4 0.5 -0.489
H 1.543 -0.466 0.770 0.5 -0.3 0.9 0.306
H 0.606 -2.090 1.191 0.6 2.2 -0.1 0.289
H 0.173 -0.512 2.082 1.2 -0.3 -0.6 0.308
H -1.239 -1.210 -0.022 0.0 0.8 1.2 0.286
H 0.706 0.072 -1.706 2.7 2.4 -1.0 0.436
H -0.953 -0.227 -1.937 -0.3 -0.2 -0.6 0.354
H 0.279 -1.502 -1.635 0.5 -3.1 -1.0 0.498
H -1.308 0.977 1.544 1.2 -0.6 0.2 0.133
H 1.038 1.921 -0.268 -0.1 -1.0 -0.3 0.235
H -1.130 2.849 -0.404 0.0 -0.5 0.4 0.347
```
Forces are in eV/Å.

Computed properties:
Relative energy (zero: lowest compared OMol25 entry of this formula, charge and spin)   106.2 kcal/mol
Charge   -1
Gap between HOMO and LUMO   7.29 eV
E_LUMO   0.1511 hartree
E_HOMO   -3.2 eV
SMILES   CC(C)[C@H]([O-])NO


# 2
This record from OMol25 describes an isolated molecule of C4H10NO2. The level of theory is wB97M-V/def2-TZVPD.

```
17
Properties=species:S:1:pos:R:3:forces:R:3:mulliken_charge:R:1
O -0.854 2.333 0.469 -0.1 0.1 -0.1 -0.716
C 0.232 1.788 0.884 1.2 -0.1 0.1 -0.399
C 0.648 0.524 0.227 -1.6 -0.8 0.6 -0.267
C -0.412 -0.618 0.543 0.7 0.8 -1.3 0.042
C 0.047 -2.000 0.123 0.8 -0.2 0.5 -1.248
O -1.546 -0.321 -0.271 -0.6 -0.7 0.2 -0.564
N 0.449 0.796 -1.259 0.5 -0.1 -0.3 -0.448
H 0.922 2.163 1.641 -0.3 0.4 0.1 0.385
H 1.638 0.137 0.420 0.4 0.3 0.1 0.426
H -0.586 -0.513 1.607 -0.3 -0.3 0.2 0.423
H -0.745 -2.711 0.327 -0.1 -0.2 -0.3 0.340
H 0.353 -2.032 -0.925 -0.4 0.0 -0.2 0.293
H 0.947 -2.354 0.648 -0.3 0.3 0.2 0.360
H -2.267 0.089 0.217 0.4 0.3 0.1 0.345
H 0.336 -0.038 -1.837 -0.3 0.2 0.0 0.279
H 1.227 1.355 -1.580 0.2 0.1 -0.2 0.404
H -0.391 1.403 -1.234 -0.3 -0.1 0.1 0.345
```
Forces are in eV/Å.

Computed properties:
Relative energy (zero: lowest compared OMol25 entry of this formula, charge and spin)   33.8 kcal/mol
2S+1   2
Charge   0
Gap between HOMO and LUMO (alpha / beta)   5.30 / 8.50 eV
E_LUMO (alpha / beta)   0.0195 / 0.0134 hartree
E_HOMO (alpha / beta)   -4.8 / -8.1 eV


# 3
This record from OMol25 describes an isolated molecule of C4H10NO2. The level of theory is wB97M-V/def2-TZVPD.

```
17
Properties=species:S:1:pos:R:3:forces:R:3:mulliken_charge:R:1
C 0.893 0.134 1.341 -0.4 0.8 0.8 -1.191
C 0.107 -0.322 0.143 -2.3 -2.1 -2.3 0.026
C 0.697 -1.689 -0.552 -2.1 1.6 2.2 -0.444
O 0.581 -2.856 0.341 0.2 1.8 -2.0 -0.460
N -0.079 0.680 -0.951 -0.9 1.6 -0.3 -0.427
C -0.504 2.069 -0.490 1.1 -1.7 1.4 -0.360
O -1.820 2.086 -0.064 1.4 0.6 -0.8 -0.342
H 0.324 0.943 1.876 0.7 -0.4 -0.6 0.372
H 0.808 -0.688 2.091 0.8 0.4 -0.5 0.410
H 1.949 0.499 1.108 -1.4 -0.8 0.4 0.263
H -0.958 -0.639 0.356 1.0 0.3 0.9 0.298
H 1.672 -1.398 -0.719 2.4 -0.2 -0.8 0.336
H 0.104 -1.729 -1.442 -0.1 -0.8 -0.6 0.295
H 0.297 -2.348 1.085 -0.4 -0.5 1.5 0.313
H -0.867 0.505 -1.692 2.0 -0.5 2.1 0.288
H -0.106 2.647 -1.345 -1.1 0.7 0.4 0.359
H 0.093 2.454 0.463 -1.0 -0.8 -1.7 0.266
```
Forces are in eV/Å.

Computed properties:
Relative energy (zero: lowest compared OMol25 entry of this formula, charge and spin)   59.8 kcal/mol
2S+1   2
Charge   0
Gap between HOMO and LUMO (alpha / beta)   10.29 / 7.46 eV
E_LUMO (alpha / beta)   0.0311 / -0.0693 hartree
E_HOMO (alpha / beta)   -9.4 / -9.3 eV


# 4
This record from OMol25 describes a cluster of 3 separate species, C4H10NO2 in total. The level of theory is wB97M-V/def2-TZVPD.

```
17
Properties=species:S:1:pos:R:3:forces:R:3:mulliken_charge:R:1
O 2.738 1.501 0.282 0.7 -4.2 1.0 -0.415
C 2.816 0.240 0.749 2.2 3.8 3.8 -0.098
C 2.146 -0.761 -0.266 -5.7 -5.7 -3.5 0.186
C -3.205 0.142 -0.444 -4.7 3.7 0.5 -0.172
C -3.583 1.364 -0.106 3.6 -0.9 0.6 -0.391
O -0.735 0.424 -0.150 -1.3 -0.1 -0.2 -0.496
N 1.378 -2.043 0.080 3.0 4.1 -0.1 -0.497
H 2.118 0.050 1.610 0.4 0.3 -0.5 0.237
H 2.648 -0.746 -1.282 0.3 -0.4 1.6 0.362
H -3.880 -0.555 -0.955 1.8 -1.4 -0.3 0.380
H -1.767 0.357 -0.326 2.1 -0.3 0.1 0.494
H -4.599 1.788 -0.075 0.0 -0.7 -0.1 0.329
H -0.273 -0.446 -0.182 -1.0 -0.2 0.1 0.452
H -2.789 2.076 0.279 -0.9 -0.4 -0.4 0.303
H 1.936 -2.895 0.043 0.4 -0.1 -0.4 0.264
H 1.208 -0.216 -0.338 0.7 1.1 -0.7 -0.202
H 3.845 -0.281 1.082 -1.6 1.4 -1.4 0.264
```
Forces are in eV/Å.

Computed properties:
Relative energy (zero: lowest compared OMol25 entry of this formula, charge and spin)   354.1 kcal/mol
Charge   +1
Gap between HOMO and LUMO   3.25 eV
E_LUMO   -0.3484 hartree
E_HOMO   -12.7 eV


# 5
This record from OMol25 describes the ion C4H10NO2 with charge +1. The level of theory is wB97M-V/def2-TZVPD.

```
17
Properties=species:S:1:pos:R:3:forces:R:3:mulliken_charge:R:1
C 0.597 -1.636 -1.148 0.0 0.5 -0.7 -0.821
N 0.218 -0.924 0.091 -0.4 0.7 0.5 -0.247
C 0.144 0.594 -0.056 -0.7 -0.5 0.4 0.133
C -1.164 0.983 -0.715 -0.1 -0.4 -0.7 -1.258
C 0.250 1.247 1.308 0.8 -0.5 1.4 0.415
O 0.069 2.386 1.562 -0.4 0.4 -0.4 -0.449
O 0.660 0.332 2.239 -0.4 -0.3 0.0 -0.504
H 0.306 -2.664 -1.100 0.1 -0.6 0.2 0.365
H 1.644 -1.498 -1.338 0.6 -0.2 0.3 0.354
H 0.117 -1.180 -2.009 -0.4 0.1 0.2 0.319
H -0.706 -1.216 0.407 -0.2 -0.2 -0.1 0.414
H 0.814 -1.110 0.905 0.2 -0.2 -0.3 0.364
H 1.017 0.853 -0.616 0.5 0.4 -0.5 0.329
H -1.211 0.613 -1.744 0.2 0.3 0.0 0.395
H -2.020 0.507 -0.232 0.0 0.2 0.4 0.441
H -1.290 2.062 -0.709 0.0 0.0 0.0 0.371
H 0.557 0.650 3.156 0.2 0.3 -0.4 0.380
```
Forces are in eV/Å.

Computed properties:
Relative energy (zero: lowest compared OMol25 entry of this formula, charge and spin)   16.6 kcal/mol
Charge   +1
Gap between HOMO and LUMO   11.94 eV
E_LUMO   -0.1242 hartree
E_HOMO   -15.3 eV
SMILES   C[NH2+][C@@H](C)C(=O)O


# 6
This record from OMol25 describes the ion C4H10NO2 with charge +2. The level of theory is wB97M-V/def2-TZVPD.

```
17
Properties=species:S:1:pos:R:3:forces:R:3:mulliken_charge:R:1
O 1.925 -2.041 -0.992 -2.7 0.1 2.5 -0.019
C 1.024 -1.781 -0.201 1.7 -0.8 -2.0 0.013
C 0.662 -0.244 -0.313 -2.0 -1.4 -3.0 -0.321
C -0.985 -0.080 0.127 2.3 2.1 1.9 0.456
C -1.534 0.810 -0.897 0.4 -0.4 -3.0 -1.268
O -0.855 0.578 1.380 0.3 -0.6 -0.1 -0.535
N 1.519 0.358 0.668 2.3 1.5 1.2 -0.335
H 0.466 -2.400 0.584 0.9 0.0 -0.9 0.426
H 0.664 0.087 -1.477 1.0 -0.7 3.0 0.491
H -1.363 -1.046 0.311 -0.7 -1.3 -0.4 0.378
H -2.223 0.263 -1.542 0.1 0.0 -0.3 0.368
H -2.064 1.676 -0.605 -0.5 0.9 1.1 0.444
H -0.692 1.201 -1.549 -1.3 -0.2 0.4 0.338
H -1.661 1.058 1.624 0.0 0.0 0.0 0.345
H 2.576 0.036 0.780 -2.2 1.0 -1.0 0.428
H 1.097 0.109 1.592 -0.1 1.0 -0.1 0.400
H 1.445 1.415 0.509 0.5 -1.3 0.8 0.390
```
Forces are in eV/Å.

Computed properties:
Relative energy (zero: lowest compared OMol25 entry of this formula, charge and spin)   72.4 kcal/mol
2S+1   2
Charge   +2
Gap between HOMO and LUMO (alpha / beta)   9.25 / 5.98 eV
E_LUMO (alpha / beta)   -0.4063 / -0.5232 hartree
E_HOMO (alpha / beta)   -20.3 / -20.2 eV


# 7
This record from OMol25 describes an isolated molecule of C4H10NO2P. The level of theory is wB97M-V/def2-TZVPD.

```
18
Properties=species:S:1:pos:R:3:forces:R:3:mulliken_charge:R:1
C -0.185 -1.045 -0.434 -1.9 0.1 -2.3 -0.475
C 0.913 -1.821 0.155 -0.3 -1.7 -0.4 -0.607
C 1.232 1.401 -0.303 -1.9 -2.5 -0.2 -0.545
C -1.566 0.898 0.189 -2.8 -1.5 0.9 -0.969
N -0.352 0.214 0.177 5.1 2.1 -0.2 -0.167
O 3.814 0.571 -0.411 0.4 0.4 0.0 -0.646
O 2.164 -1.220 0.069 0.5 0.5 -0.7 -0.299
P 2.566 0.295 0.299 0.1 0.3 1.2 0.565
H 0.017 -0.928 -1.505 -0.4 -0.2 -0.4 0.283
H -1.193 -1.554 -0.295 1.3 0.0 -0.3 0.470
H 0.599 -1.858 1.151 0.1 -0.8 2.1 0.375
H 1.027 -2.846 -0.297 -0.3 1.0 0.5 0.289
H 1.523 1.690 -1.368 -1.0 -0.9 1.0 0.271
H 0.871 2.263 0.222 0.3 0.2 0.6 0.409
H -1.512 1.905 -0.082 0.1 1.5 -0.6 0.329
H -2.444 0.418 -0.345 1.2 0.4 -0.2 0.316
H -1.929 0.846 1.226 -0.1 0.5 0.1 0.316
H 2.677 0.296 1.764 -0.4 0.4 -1.2 0.084
```
Forces are in eV/Å.

Computed properties:
Relative energy (zero: lowest compared OMol25 entry of this formula, charge and spin)   93.8 kcal/mol
Charge   0
Gap between HOMO and LUMO (alpha / beta)   8.91 / 8.91 eV
E_LUMO (alpha / beta)   0.0054 / 0.0054 hartree
E_HOMO (alpha / beta)   -8.8 / -8.8 eV


# 8
This record from OMol25 describes an isolated molecule of C4H10NO2P. The level of theory is wB97M-V/def2-TZVPD.

```
18
Properties=species:S:1:pos:R:3:forces:R:3:mulliken_charge:R:1
C 0.336 -0.441 1.495 0.8 -1.1 -1.7 -1.985
C 0.165 0.062 0.039 -1.5 -0.1 2.8 1.588
C 1.406 0.688 -0.505 1.4 0.1 1.0 -1.467
C -0.483 -1.063 -0.782 -0.9 -3.0 0.9 -0.562
O -1.458 -0.515 -1.646 0.0 0.7 -0.6 -0.367
P -1.932 0.963 -1.252 3.0 0.3 2.6 0.552
N -1.620 2.067 -2.274 -0.3 -1.2 0.2 -0.632
O -0.837 1.118 0.131 -2.0 -1.1 -2.6 -0.465
H 0.684 0.185 2.243 0.1 2.3 1.0 0.487
H 1.167 -1.100 1.496 1.0 -1.2 -0.4 0.484
H -0.444 -1.028 1.903 -1.3 -0.3 0.0 0.408
H 1.502 1.663 0.041 0.1 -0.8 -0.7 0.340
H 1.257 0.851 -1.560 0.4 0.3 -0.5 0.385
H 2.341 0.078 -0.276 -1.2 0.6 -0.6 0.322
H 0.207 -1.705 -1.345 0.2 0.8 -0.3 0.291
H -1.042 -1.944 -0.196 1.1 2.3 -0.4 0.260
H -3.160 0.744 -0.588 0.1 0.4 -0.3 0.112
H -2.333 2.751 -2.313 -0.8 1.0 -0.4 0.248
```
Forces are in eV/Å.

Computed properties:
Relative energy (zero: lowest compared OMol25 entry of this formula, charge and spin)   45.5 kcal/mol
Charge   0
Gap between HOMO and LUMO   10.35 eV
E_LUMO   0.0302 hartree
E_HOMO   -9.5 eV
SMILES   CC1(C)CO[P@H](=N)O1


| no. | electronic energy (eV) | largest force on an atom (eV Å⁻¹) |
| --- | --- | --- |
| 1 | -9892.8382 | 4.33 |
| 2 | -9892.2771 | 1.87 |
| 3 | -9891.1467 | 3.87 |
| 4 | -9874.2321 | 8.78 |
| 5 | -9888.8687 | 1.65 |
| 6 | -9871.6349 | 3.88 |
| 7 | -19181.6662 | 5.51 |
| 8 | -19183.7635 | 3.93 |